(1)
{"formula": "C31H55BrNP3Re", "method": "ωB97M-V/def2-TZVPD", "species": ["Re", "Br", "P", "P", "P", "N", "C", "C", "C", "C", "C", "C", "C", "C", "C", "C", "C", "C", "C", "C", "C", "C", "C", "C", "C", "C", "C", "C", "C", "C", "C", "C", "C", "C", "C", "C", "C", "H", "H", "H", "H", "H", "H", "H", "H", "H", "H", "H", "H", "H", "H", "H", "H", "H", "H", "H", "H", "H", "H", "H", "H", "H", "H", "H", "H", "H", "H", "H", "H", "H", "H", "H", "H", "H", "H", "H", "H", "H", "H", "H", "H", "H", "H", "H", "H", "H", "H", "H", "H", "H", "H", "H"], "coordinates": [[-0.17249, 1.02547, -0.86593], [0.71785, 3.21362, -2.70968], [2.53737, 0.67532, -1.95697], [0.72553, 0.94959, 1.43900], [-0.51573, -1.45087, -1.08889], [-6.23701, -1.72363, 4.24329], [-0.42609, 0.43110, 2.81377], [-0.24729, -2.03604, -2.81402], [-3.09891, 1.34263, -0.40147], [-1.01002, 2.59549, -1.84863], [-1.32381, -1.64897, -3.81877], [-2.23816, -2.09662, -0.80226], [-4.91459, 0.24117, 3.94789], [-2.72029, -2.06898, 0.64093], [2.73052, -0.02512, 3.28015], [1.47019, -3.55693, -0.62439], [-4.35016, 1.04345, 0.32295], [1.92247, 3.03478, 3.02231], [-0.41767, -1.03045, 3.23288], [-4.47487, 1.16120, 1.68790], [-6.44485, -1.79278, 2.93307], [3.45358, -0.83675, -1.44706], [0.42603, -2.62858, -0.00852], [3.59887, 2.08938, -1.43907], [-1.16948, 2.87973, -0.48155], [-5.48057, -0.75094, 4.75210], [4.97730, -0.77354, -1.47854], [4.54381, 2.68193, -2.47749], [2.29692, 0.07707, 1.81686], [-2.85953, 0.99662, -1.72572], [-1.69078, 1.47887, -2.40373], [-5.91995, -0.85020, 2.03563], [3.65434, 0.06580, -4.56067], [2.42178, 0.52899, -3.79487], [-5.13276, 0.20685, 2.54817], [1.00714, 2.73409, 1.83734], [-1.93634, 1.92765, 0.25483], [4.05626, 2.91435, -3.43142], [-5.17794, 0.68828, -0.29814], [-3.80090, -2.25133, 0.67054], [2.96893, 2.78206, 2.81006], [2.08808, 1.51577, -4.13987], [3.42931, 0.10347, -5.63371], [-0.18553, -3.13116, -2.75960], [-2.91913, -1.51796, -1.44348], [-1.23978, -1.20031, 3.94477], [-0.32938, -3.24226, 0.50222], [1.27589, -3.80014, -1.67222], [-0.19702, 1.08880, 3.66898], [3.07846, 0.58305, 1.22759], [1.39329, 3.21097, 0.92274], [-5.30256, -0.76047, 5.82865], [1.47473, -4.50241, -0.06643], [1.61108, 2.51308, 3.93645], [3.10245, -1.06214, -0.42861], [-4.29516, 1.01590, 4.39177], [3.09676, -1.64922, -2.09549], [-1.48504, 1.24199, -3.44106], [0.50988, -1.32815, 3.73357], [-1.44498, 0.69942, 2.49446], [-0.57660, -1.69976, 2.37796], [4.93678, 3.62937, -2.08456], [2.21835, -0.93237, 1.39167], [-2.24833, -2.84540, 1.25654], [0.01255, 3.17301, 2.01182], [3.25816, -0.97345, 3.44474], [1.57660, -0.14855, -3.98681], [-2.29971, -2.07659, -3.55806], [-2.54447, -1.09476, 1.11265], [5.36594, -0.63464, -2.49748], [-6.10871, -0.94370, 0.96658], [2.89893, 2.86237, -1.09250], [3.43128, 0.77387, 3.54882], [0.74069, -1.66784, -3.12980], [-1.98430, 2.04447, 1.33253], [1.87775, 4.11070, 3.22715], [4.15732, 1.75851, -0.55221], [2.47945, -3.13810, -0.55161], [5.37621, 0.02271, -0.83931], [-7.03809, -2.63107, 2.55333], [1.90085, 0.00692, 3.99253], [5.41076, 2.03572, -2.67068], [0.89055, -2.01056, 0.77252], [3.92638, -0.96766, -4.31808], [-2.24041, -3.13103, -1.18454], [-3.54452, 0.34120, -2.26416], [-1.04606, -2.04564, -4.80408], [5.37739, -1.72803, -1.10814], [-0.69541, 3.72965, -0.01801], [4.52481, 0.71289, -4.39647], [-4.00729, 2.01084, 2.19636], [-1.43687, -0.56513, -3.91130]], "forces_ev_per_angstrom": [[4.3, -4.1, 1.1], [-2.5, 0.3, 0.6], [0.3, -0.8, 0.0], [0.4, -0.3, 1.6], [-0.5, -1.5, -0.5], [0.0, -0.2, 0.2], [-0.3, 0.4, -0.3], [0.4, 0.2, 0.0], [-1.5, -0.4, 1.6], [1.0, 1.8, -1.1], [-0.2, 0.0, -0.2], [-0.1, 0.6, -0.2], [-0.1, 0.0, 0.6], [-0.2, 0.0, 0.3], [0.3, 0.1, 0.6], [0.4, -0.2, -0.2], [1.8, 0.0, -2.6], [0.2, 0.0, 0.3], [-0.1, -0.5, 0.1], [-0.6, -0.5, 2.1], [0.1, 0.4, -1.2], [-0.8, -0.3, 0.4], [0.2, 0.5, 0.6], [-0.7, 0.3, 0.6], [-1.4, 1.2, 0.2], [0.5, 0.7, -0.3], [0.5, 0.1, -0.2], [0.5, 0.2, -0.3], [0.2, -0.2, -0.6], [0.0, 0.1, -1.3], [-1.1, -0.2, -1.1], [-0.4, -0.8, 0.2], [0.5, -0.1, 0.0], [-0.8, 0.6, 0.1], [0.1, 0.8, -0.8], [-0.2, 0.1, -0.6], [-0.8, 2.1, 0.2], [0.1, -0.1, 0.2], [0.3, -0.4, 0.3], [0.2, -0.1, 0.0], [-0.3, 0.1, 0.0], [0.2, -0.3, -0.1], [0.0, 0.0, 0.2], [0.0, 0.3, 0.1], [0.2, -0.3, 0.2], [0.3, 0.0, -0.2], [0.0, 0.3, -0.2], [0.1, -0.1, 0.3], [0.0, -0.2, -0.3], [-0.2, -0.1, 0.1], [0.0, 0.0, 0.2], [-0.2, 0.0, -0.3], [0.0, 0.3, -0.2], [0.1, 0.2, -0.2], [0.2, -0.1, -0.4], [-0.2, 0.0, 0.0], [0.0, 0.2, 0.1], [-0.3, 0.0, 0.1], [-0.3, 0.0, -0.2], [0.3, -0.1, 0.2], [0.0, 0.2, 0.3], [-0.1, -0.2, -0.1], [0.0, 0.3, 0.1], [-0.1, 0.2, -0.1], [0.2, -0.1, 0.0], [-0.2, 0.2, -0.1], [0.2, 0.2, 0.0], [0.2, 0.1, -0.1], [0.0, -0.1, 0.0], [-0.1, 0.0, 0.4], [-0.1, 0.0, 0.3], [0.3, -0.1, 0.0], [-0.3, -0.2, -0.1], [-0.3, -0.3, 0.1], [0.2, 0.2, -0.2], [0.0, -0.2, 0.0], [-0.2, 0.0, -0.2], [-0.3, -0.2, -0.1], [0.0, -0.2, -0.1], [0.1, 0.3, 0.3], [0.3, 0.1, -0.2], [-0.3, 0.1, 0.0], [-0.2, -0.4, -0.1], [0.0, 0.2, -0.1], [0.2, 0.3, 0.0], [0.1, 0.3, 0.0], [-0.1, 0.1, 0.2], [-0.1, 0.3, -0.1], [0.3, -0.1, 0.2], [-0.3, -0.2, 0.0], [0.3, -0.4, 0.0], [0.0, -0.3, -0.1]], "lumo_energy_ev": [-14.604, -14.682], "homo_energy_ev": [-19.63, -19.76], "s_squared": 4.059, "total_charge": 4, "e_tot_ev": -134523.9920, "spin_multiplicity": 4, "homo_lumo_gap_ev": [5.029, 5.079]}

(2)
{"formula": "C53H56LaN6O2", "method": "ωB97M-V/def2-TZVPD", "species": ["La", "O", "O", "N", "N", "N", "N", "N", "N", "C", "C", "C", "C", "C", "C", "C", "C", "C", "C", "C", "C", "C", "C", "C", "C", "C", "C", "C", "C", "C", "C", "C", "C", "C", "C", "C", "C", "C", "C", "C", "C", "C", "C", "C", "C", "C", "C", "C", "C", "C", "C", "C", "C", "C", "C", "C", "C", "C", "C", "C", "C", "C", "H", "H", "H", "H", "H", "H", "H", "H", "H", "H", "H", "H", "H", "H", "H", "H", "H", "H", "H", "H", "H", "H", "H", "H", "H", "H", "H", "H", "H", "H", "H", "H", "H", "H", "H", "H", "H", "H", "H", "H", "H", "H", "H", "H", "H", "H", "H", "H", "H", "H", "H", "H", "H", "H", "H", "H"], "coordinates": [[-0.06470, 0.03288, -0.15562], [-1.04921, 1.55822, -1.61494], [-0.27250, -0.75185, 1.95078], [0.97347, 2.29802, 0.70561], [-0.59903, -1.84854, -1.39831], [-2.47311, 2.29843, 0.08297], [2.15863, -0.76494, -0.72152], [1.45744, 3.86385, 2.55755], [-1.96304, 1.25537, 0.87434], [0.43085, -6.30191, -2.38406], [4.88206, 0.92777, -2.60395], [-2.95670, -2.43299, -1.46676], [3.00243, -0.58258, -4.57689], [-2.05595, -2.03939, 4.81824], [-3.23450, -0.14209, 3.98288], [-0.02510, -3.29626, -5.35110], [3.65581, 0.33757, -2.32083], [2.59959, 0.32210, -3.41123], [5.86344, 1.05079, -1.63584], [3.99774, -1.98633, 1.55828], [2.69359, -5.47855, -2.20916], [3.16988, 0.28952, 2.19663], [-3.13210, -1.15274, 4.91603], [4.23526, -0.48120, 1.41767], [-4.37685, -1.10836, 0.15329], [-0.75736, -0.89982, -5.05658], [-2.73467, -3.17724, -4.13612], [-3.92738, -3.40025, -3.46529], [1.77704, -6.53839, -2.47327], [-3.26556, 5.51911, -3.66165], [-0.43985, -2.22043, -4.34726], [1.19840, 3.02820, 1.56864], [-2.07043, 4.85992, -3.91308], [-1.65858, 3.82711, -3.08256], [5.59570, 0.59350, -0.35636], [-1.94038, 2.34116, -1.11266], [-3.62888, 4.11649, -1.73896], [-4.04479, 5.14139, -2.57478], [4.11779, -5.54313, -2.22910], [1.37045, 3.34241, 3.91817], [-0.10855, -5.02159, -2.05871], [-3.24980, -3.23830, 0.90204], [-1.63672, -2.61513, -3.50087], [2.87373, -3.09759, -1.53771], [0.75377, -3.98511, -1.82294], [1.87873, -2.02652, -1.25638], [4.23990, -3.18147, -1.56954], [0.61246, -2.54953, -1.49035], [2.36222, 4.97580, 2.30345], [-1.11258, -1.90011, 3.82468], [2.14090, -4.25748, -1.88285], [-4.03246, -2.99435, -2.14665], [3.39870, -0.17721, -1.02457], [4.38619, -0.00981, -0.02408], [-1.18945, -0.86612, 2.86778], [-2.30035, 0.02107, 2.95200], [4.84570, -4.42396, -1.92413], [-2.58352, 1.07238, 1.97626], [-2.42936, 3.45562, -1.98617], [2.29760, 1.74122, -3.90106], [-3.16116, -2.01884, -0.01737], [-1.70930, -2.30689, -2.11907], [-4.07190, 0.54759, 4.02430], [4.77700, -2.56243, 1.05758], [-4.98392, 5.64563, -2.38199], [-4.97417, -3.12819, -1.62586], [-0.76210, -3.41153, -6.15092], [-5.29562, -1.61207, -0.15457], [6.35223, 0.69725, 0.41543], [0.10389, -4.26260, -4.86047], [-4.49152, -0.82552, 1.20190], [2.19993, 0.08364, 1.75595], [1.04629, 4.14355, 4.58200], [3.40448, 4.69004, 2.47280], [-0.28000, -2.58700, 3.73764], [-3.87238, -1.26099, 5.69718], [6.81543, 1.51237, -1.86817], [3.09018, -1.62174, -4.25914], [2.10209, 5.79710, 2.97063], [-0.95990, -0.10724, -4.33200], [3.96729, -0.27346, -4.99002], [0.07771, -0.58573, -5.68745], [-2.32999, -3.82428, 0.85083], [2.24620, 5.30734, 1.27478], [5.19994, -0.25964, 1.88861], [-1.46207, 5.14473, -4.76265], [-1.64070, -1.00962, -5.69220], [-3.59331, 6.31948, -4.31371], [-3.43394, 1.72710, 2.18578], [3.14016, -0.04272, 3.23797], [0.63882, 2.53811, 3.94717], [-4.07977, -3.88439, 0.60270], [-4.27641, -0.19727, -0.43993], [4.61669, -6.47105, -2.48439], [-4.22051, 3.81400, -0.88596], [-4.77199, -3.84957, -3.97299], [-0.74222, 3.28514, -3.27570], [-2.28102, -1.46285, 0.30777], [1.67994, -0.07167, -2.97892], [3.99537, -2.26195, 2.61639], [-1.18280, -4.89349, -2.02075], [0.41144, -2.04144, -3.69459], [3.16668, 2.19504, -4.38478], [-1.96247, -2.85208, 5.52950], [2.33548, 2.95591, 4.25704], [-0.26086, -7.11391, -2.57630], [-3.40275, -2.93160, 1.94002], [5.06851, 1.30929, -3.60234], [3.35987, 1.36558, 2.17285], [3.03710, -2.26997, 1.12941], [2.14655, -7.52411, -2.73174], [1.48008, 1.72540, -4.62359], [0.92387, -3.02582, -5.81892], [-2.66328, -3.43050, -5.18812], [2.00054, 2.38308, -3.06882], [4.87220, -2.33277, -1.34264], [2.26233, -0.52979, -5.37783], [5.92814, -4.47603, -1.94812]], "forces_ev_per_angstrom": [[1.4, -0.3, -0.4], [-0.7, 0.7, -0.1], [-0.5, -0.3, 1.2], [0.2, 0.5, 0.1], [-0.2, -1.0, -0.7], [-0.1, 0.0, 0.1], [0.6, -0.2, -0.5], [-0.2, 0.0, 0.0], [-0.8, 0.7, 0.0], [0.0, 0.1, 0.0], [0.1, 0.0, 0.0], [0.0, 0.0, 0.0], [0.0, 0.0, 0.0], [0.0, 0.0, 0.0], [0.0, 0.0, 0.0], [0.0, 0.0, 0.0], [0.0, 0.0, 0.1], [0.0, 0.0, 0.0], [0.0, 0.0, 0.0], [0.0, 0.0, 0.0], [0.0, -0.1, 0.0], [0.1, -0.1, -0.1], [0.0, 0.0, 0.0], [0.0, 0.0, 0.0], [0.0, 0.0, 0.0], [0.0, 0.0, 0.0], [0.0, 0.0, 0.0], [0.0, 0.0, 0.0], [0.0, 0.0, 0.0], [0.0, 0.0, 0.0], [0.0, 0.0, 0.0], [0.2, 0.0, -0.1], [0.0, 0.0, 0.0], [0.0, 0.0, 0.0], [0.0, 0.0, 0.0], [-0.1, 0.1, 0.0], [0.0, 0.1, 0.0], [0.0, 0.0, 0.0], [0.0, 0.0, 0.0], [0.0, 0.0, 0.0], [0.0, -0.1, 0.0], [0.0, 0.0, 0.0], [-0.1, 0.1, 0.0], [0.0, 0.1, 0.0], [0.0, 0.1, 0.0], [0.1, 0.0, 0.1], [0.1, 0.0, -0.1], [-0.1, -0.1, -0.2], [0.0, 0.0, 0.0], [0.0, 0.0, 0.1], [0.0, 0.1, 0.0], [0.0, 0.0, 0.0], [-0.1, 0.1, -0.1], [0.0, 0.0, 0.0], [0.0, 0.1, 0.0], [-0.1, 0.1, -0.1], [0.0, 0.0, 0.0], [0.0, 0.0, 0.1], [0.0, 0.0, -0.1], [0.0, 0.0, 0.0], [0.1, -0.1, 0.0], [0.2, 0.0, 0.0], [0.0, 0.0, 0.0], [0.0, 0.0, 0.0], [0.0, 0.0, 0.0], [0.0, 0.0, 0.0], [0.0, 0.0, 0.0], [0.0, 0.0, 0.0], [0.0, 0.0, 0.0], [0.0, 0.0, 0.0], [0.0, 0.0, 0.0], [-0.1, 0.1, 0.1], [0.0, 0.0, 0.0], [0.0, 0.0, 0.0], [0.0, 0.0, 0.0], [0.0, 0.0, 0.0], [0.0, 0.0, 0.0], [0.0, -0.1, 0.1], [0.0, 0.0, 0.0], [0.0, 0.0, 0.0], [0.0, 0.0, 0.0], [0.0, 0.0, 0.0], [0.0, 0.0, 0.0], [0.0, 0.0, 0.0], [0.0, 0.0, 0.0], [0.0, 0.0, 0.0], [0.0, 0.0, 0.0], [0.0, 0.0, 0.0], [0.0, 0.0, 0.0], [0.0, 0.0, 0.0], [0.0, 0.0, 0.0], [0.0, 0.0, 0.0], [0.0, 0.0, 0.0], [0.0, 0.0, 0.0], [0.0, 0.0, 0.0], [0.0, 0.0, 0.0], [0.0, 0.0, 0.0], [0.0, 0.0, 0.0], [-0.1, -0.1, 0.0], [0.0, 0.0, 0.0], [0.0, 0.0, 0.0], [0.0, 0.0, 0.1], [0.0, 0.0, 0.0], [0.0, 0.0, 0.0], [0.0, 0.0, 0.0], [0.0, 0.0, 0.0], [0.0, 0.0, 0.0], [0.0, 0.0, 0.0], [0.0, 0.0, 0.0], [0.0, 0.0, 0.0], [0.0, 0.0, 0.0], [0.0, 0.0, 0.0], [0.0, 0.0, 0.0], [0.0, 0.0, 0.0], [0.0, 0.0, 0.0], [0.0, 0.0, 0.0], [0.0, 0.0, 0.0], [0.0, 0.0, 0.0]], "lumo_energy_ev": [2.032, 2.031], "homo_energy_ev": [-3.03, -3.03], "total_charge": -1, "e_tot_ev": -69771.4454, "homo_lumo_gap_ev": [5.066, 5.066]}

(3)
{"formula": "CN4O2S", "method": "ωB97M-V/def2-TZVPD", "species": ["S", "O", "O", "N", "N", "N", "N", "C"], "coordinates": [[-1.78063, 0.24914, -0.19464], [-2.30275, 0.48551, 1.22919], [-2.33085, -1.08199, -0.63090], [0.80831, 0.98116, -0.68527], [2.22175, -0.41015, 0.26354], [1.19315, -1.02602, 0.57361], [2.14558, 0.69316, -0.42254], [0.04544, 0.10920, -0.13299]], "forces_ev_per_angstrom": [[-1.6, 0.1, 0.9], [1.1, 0.1, -1.0], [0.6, 0.0, -0.3], [-0.1, -0.4, 0.7], [1.7, -0.3, 0.0], [-4.0, 2.0, -1.0], [-0.3, 0.9, -0.7], [2.5, -2.5, 1.4]], "lumo_energy_ev": 6.566, "homo_energy_ev": 0.50, "total_charge": -2, "relative_energy_kj_mol": 79.6, "e_tot_ev": -21923.9099, "homo_lumo_gap_ev": 6.065}

- What is the formula in the third record?
  CN4O2S